(1)
97
Properties=species:S:1:pos:R:3:forces:R:3:mulliken_charge:R:1 method="wB97M-V/def2-TZVPD" total_energy_ha=-5227.39862 fmax_ev_per_a=0.15 spin_multiplicity=5 charge=-1 e_above_lowest_kj_mol=0.0 s_squared=6.046 homo_energy_ha="-0.10505 / -0.19161" homo_lumo_gap_ha="0.1995 / 0.2245"
Ru -0.613267 -0.085152 -0.293456 -0.054 0.117 -0.082 -0.733
O -0.438820 1.449410 -1.525399 0.005 -0.028 0.013 -0.285
C -0.018486 2.645082 -1.176141 -0.020 0.010 -0.019 0.653
C 0.312531 3.523564 -2.229844 0.000 0.005 -0.022 -0.219
C 0.723687 4.815949 -1.999066 -0.004 -0.009 -0.002 -0.497
C 0.822719 5.307908 -0.695503 -0.010 0.002 0.007 -0.880
C 0.511680 4.466521 0.347608 -0.009 0.005 0.005 -0.812
C 0.102379 3.139606 0.148397 -0.011 0.007 0.006 0.373
C -0.152696 2.360734 1.342240 0.023 0.045 0.002 -0.801
N -0.398417 1.108005 1.337849 0.034 -0.068 -0.054 1.797
N -0.603958 0.482192 2.559274 -0.015 0.058 0.014 -1.090
C -0.701694 -0.809673 2.385931 -0.032 -0.090 -0.053 0.275
O -0.672491 -1.429384 1.254425 0.025 0.044 0.089 -0.530
C -0.820077 -1.648449 3.609799 0.042 -0.009 0.007 0.679
C -1.007314 -1.070355 4.862644 0.003 -0.001 0.010 0.018
C -1.077848 -1.868431 5.992549 -0.002 -0.003 -0.004 -0.806
C -0.954400 -3.248177 5.881997 0.009 0.005 -0.003 -0.372
C -0.767565 -3.826404 4.634774 -0.004 -0.002 -0.002 -0.950
C -0.704890 -3.029719 3.500717 -0.009 -0.009 -0.001 -0.222
H 0.234474 3.129239 -3.235553 -0.005 0.001 0.002 0.504
H 0.972607 5.452662 -2.839968 -0.001 0.002 -0.002 0.415
H 1.147553 6.322495 -0.507398 0.001 0.002 0.000 0.426
H 0.604149 4.818002 1.369563 0.001 0.001 0.001 0.352
H -0.115060 2.862235 2.307271 0.005 0.001 -0.003 0.147
H -1.090704 0.005346 4.932104 0.001 0.001 -0.002 0.447
H -1.224871 -1.413425 6.964108 0.000 -0.001 0.004 0.388
H -1.003554 -3.870065 6.767295 0.000 -0.002 0.002 0.395
H -0.669545 -4.900805 4.543529 -0.001 -0.002 0.000 0.394
H -0.565340 -3.463473 2.519776 -0.005 0.001 -0.003 0.470
C -0.578582 -1.753451 -4.238409 -0.004 0.004 -0.029 -1.763
C -0.017730 -1.529692 -2.870530 0.044 0.022 0.022 0.701
N -0.968239 -1.245448 -1.850567 0.016 -0.031 -0.004 1.523
N -2.179414 -1.678612 -2.139731 -0.046 0.047 -0.004 -1.293
C -3.153705 -1.210311 -1.399148 -0.045 -0.035 -0.042 0.578
S -2.915437 -0.065556 -0.134993 -0.004 -0.002 0.005 -0.291
S -4.797574 -1.653671 -1.871502 -0.015 0.007 0.046 -0.218
C -4.906797 -0.667447 -3.410355 0.012 0.010 -0.018 -1.042
C -4.814078 0.811439 -3.173184 -0.002 -0.011 0.017 0.693
C -5.961784 1.558384 -2.921425 -0.004 0.008 0.005 -0.599
C -5.879589 2.913878 -2.645231 -0.009 -0.005 -0.001 -0.514
C -4.641012 3.541199 -2.606719 0.015 0.003 0.000 -0.669
C -3.491120 2.806139 -2.851915 -0.017 -0.013 -0.001 -0.497
C -3.578276 1.451302 -3.139747 -0.005 -0.003 -0.005 0.071
C 1.364669 -1.549559 -2.610846 -0.048 -0.010 0.020 0.135
C 2.231398 -2.101055 -3.603473 0.007 0.005 -0.004 -1.157
C 3.597439 -2.144412 -3.473086 -0.004 0.016 0.006 -1.028
C 4.192569 -1.623002 -2.323326 0.007 -0.011 0.003 -0.782
C 3.395645 -1.086424 -1.330323 -0.037 -0.006 0.012 -0.516
C 1.996781 -1.040827 -1.416061 0.002 0.010 -0.017 0.694
O 1.356474 -0.511165 -0.388339 0.011 -0.078 0.057 0.099
H -1.464073 -1.131956 -4.378317 0.013 -0.012 0.005 0.215
H -0.902347 -2.787473 -4.401181 0.000 -0.002 0.001 0.251
H 0.146083 -1.492476 -5.007064 0.017 0.001 -0.008 0.542
H -5.872722 -0.933067 -3.843267 0.006 -0.009 -0.002 0.510
H -4.120285 -1.017621 -4.077959 0.010 0.004 0.004 0.296
H -6.927925 1.065691 -2.929262 -0.002 -0.003 -0.002 0.354
H -6.782226 3.479974 -2.450194 -0.001 0.001 0.000 0.359
H -4.571912 4.597015 -2.376442 0.000 0.002 0.000 0.408
H -2.518299 3.276535 -2.798446 0.031 0.017 -0.001 0.506
H -2.668706 0.886982 -3.305701 0.024 -0.027 -0.005 0.161
H 1.786144 -2.538326 -4.485556 -0.002 -0.003 -0.008 0.386
H 4.200361 -2.589965 -4.254615 0.002 -0.002 -0.001 0.354
H 5.267808 -1.645785 -2.194866 0.002 0.001 -0.001 0.469
H 3.846586 -0.692745 -0.430826 0.017 0.009 0.051 0.455
C 2.485394 -0.056713 4.695705 0.037 -0.018 0.018 -1.616
Ge 2.524481 -0.080265 2.726699 -0.060 -0.014 -0.002 1.748
C 3.192924 1.650753 2.099691 -0.021 0.044 0.036 0.268
C 3.232547 1.971300 0.740302 0.012 0.022 0.027 -0.015
C 3.654716 3.222842 0.317017 0.010 -0.012 -0.006 -0.547
C 4.030440 4.185529 1.244384 0.000 -0.001 -0.003 -0.654
C 3.972098 3.892983 2.599561 -0.005 -0.007 0.002 -0.729
C 3.552123 2.636764 3.021128 0.014 0.013 0.001 -0.782
C 3.572584 -1.627808 2.116849 -0.004 -0.014 -0.007 0.149
C 2.856204 -2.698922 1.645987 0.016 0.033 -0.022 -0.051
C 3.498675 -3.859777 1.161699 -0.012 0.002 -0.010 -0.969
C 4.859186 -3.934479 1.144447 0.011 -0.001 0.006 -0.926
C 5.644784 -2.855029 1.619704 -0.005 -0.003 0.006 1.150
C 7.060992 -2.909847 1.606781 -0.003 -0.001 0.003 -1.024
C 7.809189 -1.863650 2.063253 0.000 0.003 -0.003 -0.439
C 7.171680 -0.704304 2.555733 0.003 -0.005 -0.003 -1.137
C 5.808488 -0.624411 2.578562 0.008 0.010 0.011 -0.619
C 4.998817 -1.693846 2.115013 0.005 0.003 -0.031 0.767
H 3.472709 0.142220 5.120714 0.014 0.001 -0.005 0.520
H 2.146330 -1.031978 5.045198 -0.005 0.006 0.016 0.355
H 1.782604 0.699730 5.045361 0.001 0.005 0.005 0.393
H 2.889630 1.248711 0.012054 0.000 -0.031 -0.026 0.194
H 3.659701 3.455110 -0.741205 -0.001 0.001 -0.001 0.393
H 4.347108 5.166684 0.911829 0.003 0.001 -0.001 0.366
H 4.250766 4.642588 3.331162 0.001 0.003 -0.001 0.405
H 3.508687 2.425246 4.084434 0.005 -0.002 0.001 0.351
H 1.773768 -2.636486 1.599344 0.004 -0.012 -0.018 0.172
H 2.901192 -4.678453 0.780103 0.000 -0.002 0.001 0.446
H 5.361989 -4.814036 0.758142 0.000 0.000 -0.004 0.347
H 7.540574 -3.803428 1.222930 0.001 -0.003 -0.003 0.369
H 8.890629 -1.917235 2.044840 0.004 -0.001 0.001 0.381
H 7.767213 0.127766 2.910104 0.002 0.001 0.000 0.409
H 5.327767 0.275614 2.943060 0.006 -0.009 -0.001 0.397

***

(2)
24
Properties=species:S:1:pos:R:3:forces:R:3:mulliken_charge:R:1 method="wB97M-V/def2-TZVPD" total_energy_ha=-605.15430 fmax_ev_per_a=4.41 e_above_lowest_kj_mol=442.6 homo_energy_ha=-0.33782 homo_lumo_gap_ha=0.3635
H 0.009462 -0.134293 0.207162 0.563 0.035 0.319 0.160
N 0.687878 0.486537 -0.258753 0.447 -2.369 -2.301 -0.466
C 1.368602 -0.186132 -1.138414 0.312 1.090 0.217 -0.130
N 1.602347 -1.599956 -1.305231 0.186 2.320 -2.132 -0.133
C 1.786775 -2.143829 -0.054201 0.159 -1.883 3.988 -0.927
O 2.920167 -1.689160 -1.968295 -1.733 1.516 1.224 -0.195
C 3.000588 -2.805831 -2.758202 1.742 -0.793 -1.122 -0.607
H 2.027387 0.354270 -1.829842 -0.310 0.033 0.216 0.399
H 0.829299 -2.419474 0.424853 0.223 0.103 -0.378 0.335
H 2.267623 -1.432813 0.651456 0.018 -0.417 -0.284 0.353
H 2.388141 -3.066123 -0.064829 -0.296 0.309 -0.246 0.271
H 2.656153 -2.705373 -3.789519 -0.638 0.193 0.167 0.262
H 2.666721 -3.729862 -2.306637 -0.418 -0.149 0.253 0.293
H 4.088191 -2.877191 -2.843848 0.072 -0.464 -0.217 0.241
N -4.634474 2.716658 1.952519 -0.118 0.474 0.103 -0.532
C -3.249717 2.621706 1.848736 -0.621 -1.045 -0.293 0.255
C -2.476842 1.575463 1.275628 1.024 -0.129 -0.462 -0.280
C -1.199241 2.100221 1.246644 -2.149 -0.400 1.060 -0.441
O -1.206861 3.239465 1.935019 -0.132 1.272 -0.946 -0.153
N -2.542383 3.628126 2.199550 1.689 0.432 0.828 -0.480
H -5.049865 1.997672 2.528193 0.010 -0.015 -0.042 0.264
H -4.814816 3.642517 2.342539 -0.350 -0.392 -0.017 0.289
H -2.834958 0.604990 0.954391 0.109 0.329 -0.245 0.328
H -0.290178 1.822412 0.751083 0.209 -0.049 0.310 0.896